32
Properties=species:S:1:pos:R:3:mulliken_charge:R:1 method="wB97M-V/def2-TZVPD" lumo_ev=0.76 smiles="CC(=O)CCS(=O)(=O)c1ccc(C)c(C)c1" spin_multiplicity=1 homo_ev=-9.39 fmax_ev_per_a=0.66 homo_lumo_gap_ev=10.15 total_charge=0 e_above_lowest_ev=0.000 energy_ha=-1090.76586
S 1.83970 0.85861 -0.31251 1.3988
O -0.40734 1.71790 2.01781 -0.6177
O 2.21009 0.60740 1.05949 -0.6408
O 2.91322 0.96642 -1.26710 -0.7148
C 0.61501 2.35041 2.11971 1.0028
C -1.10271 -2.33968 -1.66789 1.1628
C -1.27996 -1.69983 -0.43392 0.5960
C -0.36788 -0.73097 -0.03922 -0.4671
C -0.02389 -1.99281 -2.47248 -0.9761
C 1.17290 3.15536 0.95265 -0.7694
C 1.40386 2.44893 3.39014 -1.3664
C 0.69560 -0.40585 -0.85704 -0.0256
C 0.88151 -1.02393 -2.07590 -0.7450
C -2.43246 -2.04799 0.45479 -1.6232
C 0.89099 2.43657 -0.34975 -0.7947
C -2.06769 -3.39210 -2.11777 -1.4427
H 0.10977 -2.48958 -3.42240 0.3449
H 2.27496 1.80690 3.26751 0.2770
H 1.72772 -0.74517 -2.68295 0.5210
H 0.81814 2.09209 4.23296 0.3763
H -3.07456 -2.98243 -2.18968 0.3245
H -0.16035 2.17419 -0.43625 0.4136
H 2.24609 3.29481 1.07792 0.3371
H -2.09705 -4.21314 -1.40261 0.3289
H -1.78382 -3.78783 -3.08910 0.3886
H -2.38762 -3.09659 0.74681 0.3367
H -2.41693 -1.43529 1.35142 0.3892
H 1.74268 3.46707 3.56304 0.3617
H -0.47721 -0.22287 0.90679 0.4035
H 1.22919 2.98253 -1.22454 0.4521
H -3.37833 -1.88886 -0.06175 0.3493
H 0.68637 4.13572 0.96183 0.4187